[1]
An isolated molecule of C7H8INO2. Source: the Open Molecules 2025 dataset; level of theory: ωB97M-V with the def2-TZVPD basis set.

Gap between HOMO and LUMO: 7.83 eV
E_LUMO: -1.37 eV
F_max: 3.88 eV/A
Structure (SMILES): C[C@H]1C([N+](=O)[O-])=CC=C[C@@H]1I
Total charge: 0
Energy relative to the best compared isomer or geometry (same formula, charge and spin): 429.0 kJ/mol
E_HOMO: -9.2 eV
Multiplicity: 1

Cartesian coordinates (Å):
C 1.783 0.565 0.569
C 0.288 0.305 0.731
C -0.536 0.842 -0.348
N -1.105 2.151 -0.190
O -1.993 2.491 -0.969
O -0.586 2.855 0.648
C -0.876 0.061 -1.442
C -0.517 -1.296 -1.503
C -0.073 -1.889 -0.412
C 0.081 -1.142 0.857
I -1.790 -1.366 2.105
H 2.486 0.266 1.517
H 1.935 1.638 0.376
H 2.253 -0.056 -0.367
H 0.015 0.702 1.776
H -1.306 0.444 -2.323
H -0.714 -1.851 -2.395
H -0.069 -3.042 -0.291
H 0.724 -1.679 1.661


[2]
A cluster of 2 separate species, C7H8INO3 in total. Source: the Open Molecules 2025 dataset; level of theory: ωB97M-V with the def2-TZVPD basis set.

Gap between HOMO and LUMO: 8.30 eV
E_LUMO: -0.13 eV
F_max: 1.71 eV/A
Structure (SMILES): O=C1OC[C@@H](I)O1.c1cc[nH]c1
Total charge: 0
Energy relative to the best compared isomer or geometry (same formula, charge and spin): 0.0 kJ/mol
E_HOMO: -8.4 eV
Multiplicity: 1

Cartesian coordinates (Å):
O 4.768 -3.203 0.662
C 3.742 -2.681 0.380
O 3.557 -1.430 -0.132
C 2.535 -0.919 0.707
C 1.596 -2.145 0.743
I 0.408 -2.120 -1.072
O 2.499 -3.226 0.587
H 2.912 -0.580 1.661
H 2.010 -0.128 0.204
H 1.050 -2.285 1.657
C -2.525 3.007 -0.902
C -3.593 2.074 -0.986
C -3.147 0.893 -0.457
N -1.851 1.076 -0.059
C -1.465 2.362 -0.324
H -2.534 4.034 -1.227
H -4.576 2.251 -1.389
H -3.636 -0.057 -0.331
H -1.273 0.372 0.358
H -0.475 2.705 -0.080


[3]
An isolated molecule of C7H8N2. Source: the Open Molecules 2025 dataset; level of theory: ωB97M-V with the def2-TZVPD basis set.

Gap between HOMO and LUMO: 10.15 eV
E_LUMO: 0.92 eV
F_max: 6.93 eV/A
Structure (SMILES): C=C[C@@H]1Cn2nccc21
Total charge: 0
Energy relative to the best compared isomer or geometry (same formula, charge and spin): 484.9 kJ/mol
E_HOMO: -9.2 eV
Multiplicity: 1

Cartesian coordinates (Å):
C 0.093 2.478 1.962
C 0.105 1.732 0.925
C 0.329 0.167 0.670
C 1.278 0.029 -0.490
N 0.196 -0.733 -1.241
N 0.044 -1.648 -2.138
C -1.070 -2.321 -1.728
C -1.474 -1.699 -0.488
C -0.573 -0.831 -0.149
H -0.010 3.729 1.801
H 0.429 1.926 2.897
H -0.027 2.540 -0.050
H 0.794 -0.355 1.477
H 1.678 0.741 -1.119
H 2.089 -0.707 0.020
H -1.421 -3.212 -2.343
H -2.459 -1.835 -0.006


[4]
An isolated molecule of C7H8N2O. Source: the Open Molecules 2025 dataset; level of theory: ωB97M-V with the def2-TZVPD basis set.

Gap between HOMO and LUMO: 9.06 eV
E_LUMO: 0.60 eV
F_max: 3.82 eV/A
Structure (SMILES): CC1=CC=CN2ON=C[C@@H]12
Total charge: 0
Energy relative to the best compared isomer or geometry (same formula, charge and spin): 513.7 kJ/mol
E_HOMO: -8.5 eV
Multiplicity: 1

Cartesian coordinates (Å):
C 1.966 1.154 0.071
C 0.807 0.232 0.006
C 0.869 -1.000 0.518
C -0.148 -2.027 0.262
C -1.346 -1.787 -0.205
N -1.730 -0.545 -0.636
O -2.641 0.109 0.347
N -2.155 1.348 0.619
C -1.124 1.680 -0.029
C -0.485 0.581 -0.748
H 2.478 0.831 1.012
H 1.816 2.228 -0.037
H 2.762 0.910 -0.697
H 1.753 -1.200 1.147
H 0.160 -3.110 0.230
H -2.010 -2.661 -0.280
H -0.683 2.583 0.314
H -0.289 0.676 -1.893


[5]
An isolated molecule of C7H8N2O. Source: the Open Molecules 2025 dataset; level of theory: ωB97M-V with the def2-TZVPD basis set.

Gap between HOMO and LUMO: 10.05 eV
E_LUMO: 0.81 eV
F_max: 13.95 eV/A
Structure (SMILES): CC(=O)Nc1ccccn1
Total charge: 0
Energy relative to the best compared isomer or geometry (same formula, charge and spin): 326.1 kJ/mol
E_HOMO: -9.2 eV
Multiplicity: 1

Cartesian coordinates (Å):
C -3.407 -0.334 -0.115
C -2.028 0.261 0.247
O -1.858 1.240 0.828
N -0.986 -0.658 -0.116
C 0.412 -0.248 0.001
C 0.786 1.001 -0.349
C 2.216 1.224 -0.171
C 3.079 0.342 0.170
C 2.492 -0.971 0.370
N 1.199 -1.272 0.289
H -4.121 0.304 0.221
H -3.585 -1.539 0.165
H -3.318 -0.599 -1.042
H -1.079 -1.238 -0.730
H 0.144 1.672 -0.549
H 2.519 2.226 -0.170
H 4.166 0.452 0.202
H 3.370 -1.863 0.750


[6]
An isolated molecule of C7H8N2O2. Source: the Open Molecules 2025 dataset; level of theory: ωB97M-V with the def2-TZVPD basis set.

Gap between HOMO and LUMO: 9.22 eV
E_LUMO: -0.01 eV
F_max: 8.28 eV/A
Structure (SMILES): COC(=O)c1ccc(N)nc1
Total charge: 0
Energy relative to the best compared isomer or geometry (same formula, charge and spin): 542.2 kJ/mol
E_HOMO: -9.2 eV
Multiplicity: 1

Cartesian coordinates (Å):
C -1.024 -2.843 -2.030
O -0.630 -1.684 -1.666
C -0.388 -1.434 -0.292
O -0.431 -2.426 0.370
C -0.032 -0.079 -0.078
C 0.570 -0.188 1.213
C 0.971 0.973 1.724
C 0.596 2.214 0.991
N 0.707 3.504 1.514
N -0.098 2.267 -0.217
C -0.206 1.032 -0.737
H -1.582 -3.268 -1.193
H -1.975 -2.382 -2.828
H -0.101 -3.488 -2.566
H 0.757 -1.291 1.452
H 1.850 1.023 2.502
H 1.681 3.727 1.731
H -0.172 3.868 1.949
H -0.494 0.474 -1.839


[7]
A structure of composition C7H8N2O2. Source: the Open Molecules 2025 dataset; level of theory: ωB97M-V with the def2-TZVPD basis set.

Gap between HOMO and LUMO (alpha / beta): 6.37 / 5.96 eV
E_LUMO (alpha / beta): 0.51 / -3.36 eV
F_max: 6.30 eV/A
Total charge: 0
Energy relative to the best compared isomer or geometry (same formula, charge and spin): 581.5 kJ/mol
E_HOMO (alpha / beta): -5.9 / -9.3 eV
Multiplicity: 3

Cartesian coordinates (Å):
C -1.688 -1.772 -0.261
C -2.359 1.375 0.281
C 1.693 -0.004 0.663
C 1.481 1.399 0.091
C 0.739 -1.005 -0.070
C -0.724 -0.725 0.202
C -1.129 0.688 0.145
N -1.597 -1.691 0.970
N -1.952 1.323 -0.903
O 0.254 1.837 0.511
O 0.903 -1.280 -1.418
H -1.866 -2.291 -1.194
H -3.185 1.654 0.975
H 2.707 -0.354 0.311
H 1.447 0.141 1.764
H 2.339 1.982 0.641
H 1.523 1.496 -1.045
H 1.021 -1.923 0.386
H 0.392 -0.850 -2.047


[8]
A cluster of 2 separate species, C7H8N2O3 in total. Source: the Open Molecules 2025 dataset; level of theory: ωB97M-V with the def2-TZVPD basis set.

Gap between HOMO and LUMO (alpha / beta): 6.82 / 8.62 eV
E_LUMO (alpha / beta): -1.57 / -1.00 eV
F_max: 3.02 eV/A
Total charge: 0
Energy relative to the best compared isomer or geometry (same formula, charge and spin): 758.9 kJ/mol
E_HOMO (alpha / beta): -8.4 / -9.6 eV
Multiplicity: 1

Cartesian coordinates (Å):
C 1.896 -1.986 1.277
C 1.556 -0.674 1.501
C 1.327 -2.650 0.142
C 0.609 -0.028 0.664
C 0.370 -2.028 -0.649
C 0.007 -0.706 -0.393
C -1.763 0.620 -0.787
N 0.322 2.956 0.505
N -2.641 1.439 -1.610
O -2.406 1.406 -2.805
O -3.543 2.038 -1.003
O -0.834 -0.125 -1.341
H 2.666 -2.506 1.892
H 2.038 -0.146 2.230
H 1.392 -3.750 -0.001
H 0.433 1.073 0.481
H -0.224 -2.541 -1.354
H -2.018 0.609 0.218
H -0.371 3.645 0.185
H 1.182 3.353 0.848


[9]
An isolated molecule of C7H8N2OS3. Source: the Open Molecules 2025 dataset; level of theory: ωB97M-V with the def2-TZVPD basis set.

Gap between HOMO and LUMO: 8.49 eV
E_LUMO: 0.38 eV
F_max: 2.93 eV/A
Structure (SMILES): CCSc1sc2nc(=O)sn2c1C
Total charge: 0
Energy relative to the best compared isomer or geometry (same formula, charge and spin): 0.0 kJ/mol
E_HOMO: -8.1 eV
Multiplicity: 1

Cartesian coordinates (Å):
C -2.727 2.164 -1.318
C -1.567 2.521 -0.386
S -1.393 1.314 0.932
C 0.046 0.384 0.675
S 1.529 1.083 -0.064
C 2.312 -0.447 -0.170
N 3.409 -0.754 -0.739
C 3.771 -2.029 -0.743
O 4.606 -2.728 -1.202
S 2.263 -2.975 0.297
N 1.523 -1.381 0.394
C 0.308 -0.968 0.876
C -0.547 -1.985 1.563
H -2.816 2.850 -2.174
H -2.599 1.094 -1.660
H -3.579 2.245 -0.696
H -1.869 3.554 0.018
H -0.585 2.683 -0.981
H -0.325 -2.983 1.217
H -1.578 -1.808 1.644
H -0.180 -1.836 2.516


[10]
The ion C7H8N3O2 with charge +1. Source: the Open Molecules 2025 dataset; level of theory: ωB97M-V with the def2-TZVPD basis set.

Gap between HOMO and LUMO (alpha / beta): 6.04 / 5.44 eV
E_LUMO (alpha / beta): -8.90 / -9.23 eV
F_max: 5.03 eV/A
Total charge: +1
Energy relative to the best compared isomer or geometry (same formula, charge and spin): 261.4 kJ/mol
E_HOMO (alpha / beta): -14.9 / -14.7 eV
Multiplicity: 1

Cartesian coordinates (Å):
C -0.338 0.059 0.194
C 0.275 1.241 -0.205
C 0.431 -1.119 0.298
C 2.626 1.233 0.534
C 2.778 -1.030 -0.652
C -0.724 2.083 -1.014
C -0.449 -2.210 0.872
N 1.520 1.538 -0.152
N 1.633 -1.450 -0.100
N 3.358 0.130 0.018
O 3.123 1.909 1.447
O 3.515 -1.729 -1.324
H -1.426 -0.195 0.347
H -1.142 2.854 -0.438
H -0.243 2.562 -1.897
H -1.567 1.563 -1.338
H 0.392 -2.986 1.152
H -1.096 -1.918 1.653
H -1.004 -2.708 -0.009
H 4.377 0.100 0.124


> Which value of F_max does entry 3 give?

6.93 eV/A